Here is a molecular structure, C24H29BrN2O2S at a distorted geometry from the Open Molecules 2025 dataset. Energies are from wB97M-V/def2-TZVPD.

```
59
Properties=species:S:1:pos:R:3:forces:R:3
C -4.7854 -3.2032 1.9743 -3.5 1.6 -5.1
C -3.8419 -3.0019 0.6650 -4.1 -0.8 2.9
C -2.6488 -2.1895 0.7374 -3.5 -1.5 4.4
C -1.9480 -2.1121 -0.3735 1.0 0.1 -2.9
C -2.3707 -2.7407 -1.7536 -2.2 1.5 7.5
C -3.6456 -3.3465 -1.6359 1.3 -0.1 -2.8
C -4.4683 -3.6080 -0.4049 7.0 3.5 -3.8
H -5.3205 -4.0165 -0.7926 -2.7 -1.3 1.0
H -3.9594 -3.6187 -2.7418 -0.1 0.0 2.4
C -1.5064 -2.3885 -2.8280 -7.8 2.0 -6.7
H -0.5806 -2.4780 -2.6275 6.7 -1.2 1.1
H -1.6270 -1.1899 -3.1991 0.1 -3.1 0.9
H -1.9244 -3.0802 -3.7748 1.8 2.0 2.1
N -0.7924 -1.2502 -0.2179 -6.0 -2.7 -1.6
C 0.1202 -1.4246 0.5907 3.6 -4.3 11.3
N 1.0879 -0.5554 0.7567 0.7 2.6 -3.7
C 1.2953 0.3200 -0.3546 -1.1 5.7 -0.7
H 2.2302 0.8455 -0.2711 0.9 -0.6 -0.1
C 0.3440 1.7316 -0.3211 -4.1 -8.2 8.8
C 0.3573 2.6592 -1.2973 2.1 3.6 -8.0
C -0.6666 3.7455 -1.3801 -1.1 1.3 6.0
H -1.7562 3.4552 -1.1879 1.5 -0.1 -1.3
H -0.4949 4.5673 -2.0580 -0.1 -0.3 -0.6
C -0.5114 4.5301 0.2162 1.3 -2.2 -6.2
C -1.5097 5.7158 -0.0357 11.6 -5.1 5.1
O -2.5604 5.4891 -0.1836 -15.2 -1.3 -5.0
O -1.0311 6.4259 0.8679 -0.2 11.5 3.7
H -1.7063 7.4314 0.9629 2.5 -4.1 -0.1
C -0.6696 3.4525 1.3184 5.3 -0.1 -7.0
C 0.4580 2.3186 1.1428 -0.6 7.6 -10.0
H 0.3037 1.7698 1.8494 -1.0 -6.9 7.7
H 1.4033 2.7440 0.9982 1.8 1.2 1.3
H -1.5712 3.1185 1.2212 -5.4 -2.5 0.0
H -0.4619 3.8827 2.1318 1.0 3.2 6.8
H 0.4998 4.8936 0.1001 0.4 0.1 0.6
H 0.2793 2.3013 -2.3300 -0.4 -1.5 -0.1
H 1.4274 3.0274 -1.5854 -1.2 0.3 1.5
H -0.7753 1.2312 -0.0086 2.2 1.2 -2.2
H 1.1497 0.0700 -1.3858 0.2 -1.4 -0.5
C 2.1553 -0.4673 1.6558 2.7 -3.3 -4.7
C 3.5753 -1.2354 1.0506 -4.6 1.3 -0.3
C 4.4994 -0.3154 0.9726 6.2 -5.1 -4.9
C 5.6417 -0.9682 0.1202 0.0 -0.8 1.2
C 5.6783 -2.3563 -0.3817 5.2 8.5 -0.7
C 4.4776 -2.9178 -0.3219 11.3 -12.3 -8.6
C 3.6315 -2.5217 0.3800 -16.2 4.7 10.8
H 2.6712 -3.1676 0.5669 1.7 1.3 -0.3
H 4.6940 -4.1365 -0.5901 -1.8 3.1 0.2
H 6.6231 -2.5233 -1.0118 -1.8 -0.5 1.1
Br 7.1724 0.2157 -0.0740 -0.4 -0.6 -0.1
H 4.7044 0.6690 1.0708 -0.4 3.0 1.2
H 2.4984 0.4451 1.9075 0.4 3.1 0.9
H 2.1495 -1.1910 2.2810 -1.6 -3.6 5.7
S 0.1193 -2.6152 2.0369 -0.3 1.0 -2.4
H -0.4393 -0.9381 -0.9952 1.5 3.0 -5.9
H -2.4600 -1.7874 1.9287 0.0 -0.9 -4.2
H -5.6850 -3.9410 1.6137 2.4 1.5 1.4
H -5.3249 -2.2476 2.2895 0.9 -1.0 -0.5
H -4.2044 -3.5220 2.7161 1.9 -1.7 3.3
```
Positions in Å, forces in eV/Å.

Output
net charge: 0
E_HOMO: -7.479 eV
largest force on an atom: 0.389 Eh/bohr